C32H43N7O2P2PdSi2 | the ωB97M-V functional and the def2-TZVPD basis

HOMO level (eV): -12.02
Relative energy (zero: lowest compared OMol25 entry of this formula, charge and spin) (kJ/mol): 100.6
Total charge: +2
Strongest force on any atom (Eh/bohr): 0.0119
Orbital gap (eV): 4.49
LUMO (Ha): -0.277
Total energy (a.u.): -3167.96227

Last column: Mulliken charge in e.
Element x y z (Å)
Pd  0.87  -0.86  0.05  -0.09
P  0.64  1.79  -0.28  2.41
P  -1.77  -0.38  -0.22  2.26
Si  -1.36  -3.25  0.81  -0.10
Si  3.63  1.51  0.11  -0.02
O  1.37  -6.17  -0.86  -0.67
O  -0.23  -4.67  -0.92  -0.32
N  3.12  -1.89  0.35  0.06
N  3.79  -5.36  -0.23  -0.32
N  3.78  -3.12  0.28  -0.60
N  1.10  -5.00  -0.73  0.66
N  2.00  0.92  -0.02  0.03
N  -1.07  -1.88  0.01  0.40
N  1.82  -4.00  -0.43  0.09
C  -0.43  -4.12  -2.27  -0.49
C  0.30  3.25  3.52  -0.62
C  0.09  2.68  1.19  0.79
C  -3.78  0.50  3.80  -0.69
C  -3.63  0.82  -1.85  -0.28
C  -4.98  -0.33  -3.48  -0.64
C  0.74  3.00  -1.59  0.79
C  4.63  0.90  -1.36  -1.28
C  -3.05  -0.40  -1.48  0.35
C  3.15  -4.21  -0.13  0.53
C  -2.98  -4.10  0.76  -1.06
C  -0.18  -3.84  2.09  -1.05
C  -3.43  -1.57  -2.12  0.16
C  0.97  5.25  -2.42  -0.77
C  -0.90  3.94  3.46  -0.69
C  3.68  3.37  0.14  -1.07
C  -0.38  0.46  -0.70  -1.86
C  4.47  0.88  1.67  -1.47
C  0.85  4.37  -1.35  -0.27
C  0.87  3.40  -3.97  -0.75
C  -1.11  3.39  1.13  -0.22
C  -2.39  0.39  3.71  -0.82
C  0.75  2.52  -2.90  -0.86
C  -3.99  0.11  1.44  -0.89
C  -4.57  0.36  2.68  -0.82
C  -4.40  -1.54  -3.12  -0.82
C  -1.61  4.01  2.26  -0.86
C  -4.59  0.85  -2.84  -0.70
C  0.98  4.77  -3.72  -0.54
C  -1.81  0.15  2.48  -0.55
C  -2.60  0.00  1.34  0.84
C  0.79  2.61  2.39  -0.44
H  -3.33  1.73  -1.35  0.40
H  2.94  3.81  0.81  0.30
H  0.87  3.03  -4.98  0.45
H  -0.61  -3.57  3.06  0.45
H  0.64  1.46  -3.07  0.35
H  -5.05  1.79  -3.13  0.46
H  1.72  2.06  2.43  0.22
H  -3.62  -3.72  -0.04  0.33
H  1.06  6.31  -2.24  0.47
H  4.66  3.70  0.49  0.50
H  5.30  1.55  1.90  0.46
H  -5.73  -0.30  -4.25  0.41
H  -4.61  0.00  0.56  0.45
H  0.84  4.76  -0.34  0.40
H  3.37  -1.44  1.23  0.18
H  -1.28  4.44  4.34  0.44
H  4.86  -0.17  -1.34  0.41
H  1.08  5.45  -4.55  0.43
H  -1.50  -4.12  -2.39  0.29
H  -2.86  -5.18  0.66  0.47
H  3.29  -6.19  -0.53  0.21
H  -2.54  4.57  2.21  0.48
H  -0.73  0.08  2.39  0.33
H  4.93  -0.11  1.58  0.38
H  0.79  -3.37  2.01  0.18
H  -1.78  0.51  4.59  0.49
H  5.59  1.41  -1.40  0.41
H  -4.24  0.71  4.76  0.46
H  -0.08  -4.93  2.08  0.44
H  -3.49  -3.92  1.71  0.39
H  -1.65  3.46  0.19  0.51
H  3.53  3.79  -0.85  0.29
H  4.77  -3.16  0.49  0.19
H  4.10  1.11  -2.29  0.35
H  0.85  3.20  4.45  0.45
H  -2.97  -2.50  -1.83  -0.42
H  -4.70  -2.45  -3.61  0.44
H  4.77  -5.45  0.01  0.20
H  3.44  -1.29  -0.41  0.15
H  0.03  -4.80  -2.99  0.37
H  3.82  0.87  2.55  0.44
H  -5.65  0.45  2.75  0.47
H  -0.02  -3.12  -2.31  0.14